DFT (ωB97M-V/def2-TZVPD) results for a cluster of 2 separate species, C9H18BN5O6P in total at a distorted geometry.

Element x y z (Å)
C: -0.355 -5.077 1.674
C: -0.191 -3.791 1.076
N: -0.020 -2.298 0.867
C: -1.096 -1.330 0.427
N: -2.555 -1.511 0.069
C: -3.295 -2.405 1.039
C: -4.929 -2.056 1.106
C: -5.101 -0.938 2.314
N: -0.446 0.048 0.321
C: 1.017 -0.099 0.707
N: 1.897 0.954 0.703
B: 1.425 2.330 0.258
O: 1.975 3.046 -0.918
O: 0.324 2.981 1.000
N: 1.175 -1.566 1.048
P: 2.788 -2.187 1.615
O: 3.348 -1.116 2.869
O: 3.897 -2.119 0.237
H: -0.406 -6.110 2.267
H: -2.703 -1.776 -0.930
H: -2.820 -2.475 2.109
H: -3.248 -3.505 0.579
H: -5.520 -3.053 1.292
H: -5.312 -1.646 0.052
H: -4.239 -0.142 2.167
H: -4.916 -1.508 3.327
H: -6.181 -0.494 2.212
H: 2.894 0.805 0.973
H: 2.974 3.147 -0.862
H: 0.755 3.582 1.691
H: 3.651 -1.612 3.691
H: 4.632 -2.794 0.365
O: 4.219 3.947 -3.886
C: 2.916 4.203 -3.707
C: 2.229 4.476 -5.128
O: 0.930 4.755 -4.948
H: 2.658 5.074 -3.080
H: 2.310 3.411 -3.234
H: 2.471 3.594 -5.747
H: 2.846 5.253 -5.614

Calculated values
Total charge: -1
Multiplicity: 1
Frontier orbital gap, eV: 1.69
F_max, eV/A: 8.53